1.
ORCA calculation (the ωB97M-V functional and the def2-TZVPD basis) on a gas-phase ion, C5H9N (charge +1).

Values from the calculation:
LUMO level (spin up / spin down)   -4.032 / -6.369 eV
HOMO energy (spin up / spin down)   -12.96 / -15.03 eV

Geometry as ORCA input:
```
! wB97M-V def2-TZVPD RIJCOSX def2/J DEFGRID3
* xyz 1 2
N 2.39 -2.00 -0.82
C 1.81 -0.87 -0.42
C 0.50 -0.81 0.01
C -0.16 0.48 -0.03
C -1.43 0.58 0.44
C -2.22 1.82 0.45
H 1.88 -2.87 -0.88
H 3.38 -2.00 -0.95
H 2.49 -0.05 -0.19
H -0.10 -1.56 0.49
H 0.48 1.32 -0.25
H -1.77 -0.29 0.99
H -3.16 1.61 -0.06
H -2.34 2.14 1.48
H -1.76 2.51 -0.26
*
```

---

2.
ORCA calculation (the ωB97M-V functional and the def2-TZVPD basis) on a gas-phase ion, C5H9N2 (charge +1).

Values from the calculation:
LUMO level (spin up / spin down)   -5.163 / -6.080 eV
HOMO energy (spin up / spin down)   -13.15 / -13.27 eV

Geometry as ORCA input:
```
! wB97M-V def2-TZVPD RIJCOSX def2/J DEFGRID3
* xyz 1 1
C 2.20 -0.31 0.00
C 1.02 -1.08 -0.01
C -0.46 0.72 0.38
C -1.26 1.81 -0.05
C -1.34 -1.43 0.04
N 2.16 0.96 -0.04
N -0.19 -0.51 0.10
H 3.13 -0.89 0.04
H 1.05 -2.15 -0.08
H -1.37 2.57 0.73
H -0.80 2.28 -0.92
H -2.25 1.49 -0.39
H -2.28 -0.88 0.03
H -1.26 -2.03 -0.86
H -1.33 -2.09 0.91
H 2.98 1.53 0.11
*
```

---

3.
ORCA calculation (the ωB97M-V functional and the def2-TZVPD basis) on a gas-phase ion, C5H9N2 (charge +1).

Values from the calculation:
LUMO level   -6.163 eV
HOMO energy   -15.25 eV

Geometry as ORCA input:
```
! wB97M-V def2-TZVPD RIJCOSX def2/J DEFGRID3
* xyz 1 1
C 0.45 1.94 -1.17
C -0.97 1.26 -0.86
N -0.66 0.17 -0.09
N 0.37 0.13 1.11
C 0.20 -1.15 1.19
C 0.82 -2.16 2.04
C -0.80 -1.10 -0.01
H 0.73 2.29 -0.20
H 1.11 1.26 -1.52
H 0.41 2.84 -1.74
H -1.60 1.02 -1.61
H -1.60 2.06 -0.34
H 1.95 -1.93 1.99
H 0.69 -3.25 1.90
H 0.67 -2.04 3.09
H -1.30 -1.75 -0.60
*
```